The following is a quantum chemistry calculation of an isolated molecule of C23H25ClN2O4, from the Open Molecules 2025 dataset.

The geometry in ORCA input format:
```
! RIJCOSX wB97M-V def2-TZVPD def2/J DEFGRID3
* xyz 0 1
C 5.00967 3.32676 0.66698
O 3.85439 3.10936 -0.10961
C 2.74717 2.62482 0.49115
C 2.63434 2.30246 1.84087
C 1.45281 1.79813 2.34949
C 0.35468 1.58449 1.52444
C -0.86875 0.99335 2.08394
O -1.25073 1.47784 3.25598
C -1.55752 -0.02687 1.49031
C -2.68622 -0.63600 2.14475
O -3.18402 -0.27825 3.20809
C -3.10848 -1.81106 1.28273
O -4.02317 -2.58241 1.46665
N -2.24269 -1.84171 0.24002
C -2.33970 -2.82725 -0.80922
C -2.64261 -2.20558 -2.17968
C -1.38414 -2.02269 -3.03516
N -1.63061 -1.14359 -4.16770
C -0.75254 -1.42680 -5.28342
C -1.55198 0.25360 -3.79714
C -1.20978 -0.82394 0.25935
C 0.17721 -1.41820 0.39188
C 0.43109 -2.33931 1.40033
C 1.69948 -2.86457 1.56422
C 2.72852 -2.46829 0.72608
C 2.48060 -1.55375 -0.28229
C 1.20918 -1.03416 -0.45217
C 0.44388 1.93197 0.17821
C 1.62013 2.44105 -0.32539
Cl 1.73294 2.84767 -1.99791
H 5.37320 2.39538 1.11140
H 4.82900 4.06379 1.45493
H 5.75667 3.71332 -0.02402
H 3.47226 2.44234 2.50432
H 1.38186 1.55043 3.39673
H -2.06020 0.97766 3.55782
H -3.15264 -3.49034 -0.50328
H -1.40974 -3.40559 -0.85342
H -3.33820 -2.84162 -2.72589
H -3.14211 -1.24831 -2.02928
H -1.08904 -3.00235 -3.41874
H -0.55002 -1.65386 -2.41555
H 0.31054 -1.26350 -5.04441
H -1.02155 -0.77959 -6.11695
H -0.88658 -2.46165 -5.59400
H -0.54252 0.54781 -3.46263
H -2.26088 0.46580 -2.99893
H -1.82007 0.86528 -4.65689
H -1.26840 -0.22709 -0.65806
H -0.37172 -2.64571 2.05593
H 1.88576 -3.58196 2.34929
H 3.72012 -2.87496 0.85721
H 3.27681 -1.24339 -0.94241
H 1.02681 -0.32145 -1.24259
H -0.41062 1.83810 -0.47130
*
```

Properties
SMILES	COc1ccc(/C(O)=C2/C(=O)C(=O)N(CCCN(C)C)[C@@H]2c2ccccc2)cc1Cl
gap between HOMO and LUMO	8.285	eV
HOMO level	-0.31953	Ha
relative energy (zero: lowest compared OMol25 entry of this formula, charge and spin)	0.2	kcal/mol

These are the Löwdin partial charges, in e, on atoms 1 to 5: atom 1 (C): -0.071, atom 2 (O): -0.105, atom 3 (C): -0.295, atom 4 (C): 0.007, atom 5 (C): 0.010